## 1
ORCA calculation (ωB97M-V with the def2-TZVPD basis set) on a structure of composition C4H13N3.

Each line ends with the Löwdin charge.
Cartesian coordinates (Å):
C: -0.958 -0.849 0.593  -0.320
C: 0.858 0.395 -0.468  -0.496
C: 1.854 -0.041 -1.530  -0.106
C: -1.350 0.080 1.717  -0.074
N: 0.373 -0.854 0.248  -0.036
N: -1.723 -0.027 -0.819  -0.004
N: 1.505 1.330 0.414  0.013
H: 0.622 -1.696 -0.260  0.101
H: -1.382 -1.852 0.681  0.130
H: -0.511 0.607 -0.952  0.149
H: 0.880 1.738 1.094  0.039
H: -2.611 0.423 -0.636  0.056
H: -1.861 -0.687 -1.576  0.059
H: 2.290 0.920 0.921  0.068
H: -1.122 1.113 1.461  0.066
H: 2.726 -0.557 -1.098  0.069
H: 1.394 -0.703 -2.268  0.062
H: 2.224 0.839 -2.052  0.067
H: -2.418 0.000 1.914  0.073
H: -0.791 -0.178 2.618  0.084

Calculated values
HOMO-LUMO gap (eV): 8.153
LUMO energy (eV): 0.922
Total charge: 0
Spin multiplicity: 1

***

## 2
ORCA calculation (ωB97M-V with the def2-TZVPD basis set) on the molecule C4H13N3.

Each line ends with the Löwdin charge.
Cartesian coordinates (Å):
N: -1.043 -1.850 1.433  -0.010
C: -0.953 -1.840 -0.061  -0.278
C: 0.181 -1.015 -0.639  -0.181
C: 0.082 0.423 -0.083  -0.431
N: -1.116 1.095 -0.522  0.048
C: 1.316 1.222 -0.472  -0.269
N: 1.571 2.340 0.401  0.000
H: -0.626 -2.707 1.775  0.058
H: -2.028 -1.913 1.639  0.053
H: -1.885 -1.373 -0.388  0.098
H: -0.930 -2.883 -0.366  0.098
H: 1.182 -1.357 -0.376  0.103
H: 0.080 -1.067 -1.722  0.112
H: 0.123 0.268 0.997  0.122
H: -1.842 1.024 0.175  0.068
H: -1.204 1.974 -1.006  0.070
H: 2.189 0.562 -0.459  0.105
H: 1.231 1.589 -1.496  0.118
H: 2.162 2.266 1.203  0.060
H: 1.510 3.241 -0.034  0.056

Calculated values
HOMO-LUMO gap (eV): 9.539
SMILES: NCC[C@H](N)CN
LUMO energy (eV): 1.173
Total charge: 0
Spin multiplicity: 1

***

Of them, 2 has the highest stability.

***

## 1
ORCA calculation (ωB97M-V with the def2-TZVPD basis set) on the molecule C4H13N3.

Each line ends with the Löwdin charge.
Cartesian coordinates (Å):
N: -1.704 2.085 0.078  -0.010
C: -1.131 1.828 1.391  -0.273
C: -0.142 0.649 1.486  -0.226
N: -0.327 -0.387 0.484  -0.106
C: 0.872 -0.973 -0.087  -0.244
C: 0.561 -1.671 -1.419  -0.271
N: 1.568 -1.475 -2.480  -0.020
H: -2.702 1.987 0.077  0.053
H: -1.204 1.649 -0.674  0.049
H: -0.593 2.693 1.730  0.083
H: -1.943 1.677 2.094  0.098
H: -0.256 0.247 2.504  0.109
H: 0.890 0.992 1.389  0.104
H: -1.008 -1.073 0.768  0.116
H: 1.285 -1.694 0.644  0.112
H: 1.602 -0.169 -0.180  0.105
H: -0.349 -1.165 -1.757  0.100
H: 0.350 -2.739 -1.342  0.106
H: 1.813 -0.491 -2.484  0.056
H: 2.416 -1.970 -2.223  0.058

Calculated values
HOMO-LUMO gap (eV): 9.662
SMILES: NCCNCCN
LUMO energy (eV): 1.064
Total charge: 0
Spin multiplicity: 1

***

## 2
ORCA calculation (ωB97M-V with the def2-TZVPD basis set) on a cluster of 2 separate species, C4H13N3 in total.

Each line ends with the Löwdin charge.
Cartesian coordinates (Å):
N: -0.493 0.025 3.917  0.083
C: -0.010 0.126 2.738  -0.635
N: 0.066 1.310 1.994  0.102
N: 0.457 -0.999 2.076  0.106
H: -1.160 0.760 4.131  0.031
H: -0.023 2.108 2.606  0.089
H: 0.908 1.382 1.438  0.078
H: 1.385 -0.905 1.684  0.088
H: 0.350 -1.798 2.684  0.088
C: -0.055 0.685 -1.149  -0.140
C: -0.684 -0.012 -2.367  -0.313
C: 0.183 -1.151 -2.894  -0.135
H: -0.452 0.212 -0.254  0.037
H: -0.216 1.757 -1.081  0.064
H: 1.017 0.465 -1.108  0.064
H: -0.753 0.730 -3.169  0.094
H: -1.689 -0.359 -2.140  0.097
H: -0.304 -1.634 -3.741  0.064
H: 1.150 -0.780 -3.230  0.068
H: 0.322 -1.922 -2.133  0.070

Calculated values
HOMO-LUMO gap (eV): 9.804
SMILES: N=C(N)N.CCC
LUMO energy (eV): 0.748
Total charge: 0
Spin multiplicity: 1

***

Of them, 2 has the highest stability.

***

## 1
ORCA calculation (ωB97M-V with the def2-TZVPD basis set) on the molecule C4H13N3.

Each line ends with the Löwdin charge.
Cartesian coordinates (Å):
C: 2.798 1.097 -0.070  -0.145
N: 1.519 0.892 -0.684  -0.133
C: 0.419 1.112 0.208  -0.280
C: -0.898 0.755 -0.426  -0.202
N: -0.917 -0.668 -0.877  -0.077
C: -1.883 -1.496 -0.251  -0.354
N: -1.455 -1.960 1.083  0.009
H: 2.928 0.556 0.885  0.079
H: 2.908 2.139 0.215  0.073
H: 3.587 0.860 -0.764  0.074
H: 1.404 0.054 -1.233  0.094
H: 0.545 0.566 1.159  0.112
H: 0.384 2.166 0.516  0.120
H: -1.029 1.359 -1.318  0.107
H: -1.701 0.888 0.298  0.109
H: -0.013 -1.113 -0.751  0.090
H: -2.070 -2.341 -0.908  0.106
H: -2.825 -0.950 -0.188  0.106
H: -2.072 -2.715 1.373  0.058
H: -1.631 -1.200 1.733  0.054

Calculated values
HOMO-LUMO gap (eV): 9.720
SMILES: CNCCNCN
LUMO energy (eV): 1.106
Total charge: 0
Spin multiplicity: 1

***

## 2
ORCA calculation (ωB97M-V with the def2-TZVPD basis set) on the molecule C4H13N3.

Each line ends with the Löwdin charge.
Cartesian coordinates (Å):
N: 0.873 -1.372 2.475  -0.008
C: 0.403 -1.923 1.186  -0.290
C: 0.874 -1.155 -0.029  -0.260
N: 0.568 0.265 0.039  -0.087
C: -0.862 0.572 -0.103  -0.234
C: -1.065 1.930 -0.809  -0.286
N: -0.610 1.991 -2.176  -0.011
H: 0.659 -0.374 2.425  0.050
H: 1.891 -1.349 2.412  0.060
H: 0.835 -2.931 1.120  0.107
H: -0.658 -2.115 1.252  0.096
H: 0.642 -1.601 -0.997  0.108
H: 1.978 -1.221 0.015  0.115
H: 1.054 0.785 -0.681  0.088
H: -1.320 0.676 0.887  0.110
H: -1.370 -0.177 -0.716  0.112
H: -0.605 2.721 -0.217  0.104
H: -2.142 2.085 -0.791  0.108
H: -1.326 1.776 -2.855  0.063
H: 0.181 1.417 -2.435  0.054

Calculated values
HOMO-LUMO gap (eV): 10.123
SMILES: NCCNCCN
LUMO energy (eV): 1.005
Total charge: 0
Spin multiplicity: 1

***

## 3
ORCA calculation (ωB97M-V with the def2-TZVPD basis set) on the molecule C4H13N3.

Each line ends with the Löwdin charge.
Cartesian coordinates (Å):
C: 0.120 1.183 -1.248  -0.056
C: -0.470 0.333 -0.098  -0.427
C: -0.817 1.228 1.097  -0.261
N: -1.914 2.151 0.864  -0.004
N: 0.537 -0.624 0.339  -0.055
C: 1.007 -1.536 -0.697  -0.342
N: 1.634 -2.727 -0.184  0.003
H: -0.316 2.180 -1.221  0.063
H: 1.164 1.320 -0.954  0.085
H: 0.023 0.717 -2.219  0.071
H: -1.382 -0.180 -0.456  0.136
H: 0.084 1.795 1.346  0.113
H: -1.113 0.566 1.912  0.112
H: -2.045 2.444 -0.091  0.050
H: -2.785 1.827 1.255  0.060
H: 0.200 -1.154 1.134  0.102
H: 1.694 -1.021 -1.361  0.106
H: 0.183 -1.888 -1.328  0.116
H: 2.269 -2.525 0.583  0.068
H: 0.930 -3.346 0.203  0.062

Calculated values
HOMO-LUMO gap (eV): 9.972
SMILES: C[C@H](CN)NCN
LUMO energy (eV): 1.024
Total charge: 0
Spin multiplicity: 1

***

## 4
ORCA calculation (ωB97M-V with the def2-TZVPD basis set) on the molecule C4H13N3.

Each line ends with the Löwdin charge.
Cartesian coordinates (Å):
C: 1.070 0.536 -0.624  -0.235
C: 0.646 1.733 0.227  -0.255
C: 0.477 -1.688 -1.509  -0.176
C: -2.051 -0.865 0.334  -0.064
N: -0.002 -0.410 -0.925  -0.217
N: -0.587 -0.954 0.351  -0.114
N: 0.524 1.349 1.648  -0.025
H: -0.203 -0.460 1.175  0.102
H: 0.058 2.071 2.185  0.073
H: 1.444 1.222 2.057  0.077
H: 1.933 0.042 -0.139  0.115
H: 1.415 0.890 -1.596  0.119
H: 1.364 2.549 0.075  0.104
H: -0.329 2.086 -0.117  0.109
H: 0.070 -1.806 -2.514  0.000
H: 1.572 -1.730 -1.553  0.003
H: -0.177 -2.011 -0.053  0.140
H: -2.445 -1.318 1.245  0.083
H: -2.407 -1.411 -0.539  0.083
H: -2.371 0.174 0.270  0.077

Calculated values
HOMO-LUMO gap (eV): 7.698
LUMO energy (eV): 0.845
Total charge: 0
Spin multiplicity: 1

***

Of them, 3 has the highest stability.

***

## 1
ORCA calculation (ωB97M-V with the def2-TZVPD basis set) on the molecule C25H32N4O4S.

Each line ends with the Löwdin charge.
Cartesian coordinates (Å):
C: -9.723 -0.746 -0.116  0.012
C: -8.418 0.018 -0.172  -0.463
O: -8.387 1.223 -0.299  0.073
N: -7.281 -0.729 -0.033  0.042
C: -5.994 -0.205 0.104  -0.131
C: -5.556 1.094 -0.106  0.031
C: -4.212 1.367 0.106  -0.043
C: -3.347 0.369 0.509  -0.279
S: -1.624 0.769 0.728  0.654
O: -1.509 2.073 1.307  -0.277
O: -0.971 -0.345 1.365  -0.302
N: -1.136 0.846 -0.875  -0.113
C: -0.350 1.974 -1.325  -0.208
C: 1.162 1.863 -1.078  -0.308
C: 1.771 0.647 -1.780  -0.160
C: 3.283 0.616 -1.577  -0.142
C: 3.622 0.570 -0.080  -0.242
C: 5.139 0.587 0.058  -0.434
O: 5.784 1.603 0.176  0.087
N: 5.688 -0.663 -0.012  0.152
C: 7.026 -1.041 0.015  -0.284
C: 8.081 -0.145 0.171  0.042
C: 9.374 -0.641 0.184  -0.265
C: 10.551 0.267 0.349  -0.044
C: 9.551 -2.017 0.039  -0.042
C: 8.436 -2.819 -0.109  -0.146
N: 7.199 -2.352 -0.123  0.104
C: 3.001 1.773 0.629  -0.139
C: 1.492 1.808 0.413  -0.161
C: -3.780 -0.930 0.728  0.002
C: -5.112 -1.208 0.524  -0.142
C: -5.869 -2.488 0.717  -0.062
C: -7.209 -2.193 0.018  -0.300
C: -7.206 -2.760 -1.403  -0.030
H: -9.841 -1.215 0.859  0.088
H: -9.780 -1.510 -0.885  0.072
H: -10.532 -0.034 -0.262  0.088
H: -6.243 1.863 -0.413  0.106
H: -3.821 2.361 -0.032  0.117
H: -0.768 -0.045 -1.168  0.099
H: -0.743 2.836 -0.783  0.115
H: -0.543 2.108 -2.395  0.123
H: 1.616 2.767 -1.502  0.151
H: 1.543 0.677 -2.848  0.120
H: 1.343 -0.269 -1.365  0.116
H: 3.730 1.512 -2.011  0.131
H: 3.709 -0.253 -2.086  0.118
H: 3.220 -0.352 0.352  0.151
H: 5.071 -1.458 -0.116  0.144
H: 7.880 0.908 0.278  0.102
H: 11.112 -0.004 1.242  0.085
H: 11.221 0.174 -0.504  0.085
H: 10.232 1.302 0.435  0.078
H: 10.541 -2.448 0.044  0.107
H: 8.525 -3.891 -0.224  0.104
H: 3.460 2.683 0.240  0.124
H: 3.223 1.719 1.696  0.126
H: 1.065 2.676 0.917  0.120
H: 1.036 0.921 0.858  0.096
H: -3.075 -1.673 1.062  0.120
H: -5.364 -3.346 0.276  0.123
H: -6.005 -2.685 1.783  0.128
H: -8.055 -2.593 0.581  0.137
H: -7.178 -3.846 -1.370  0.084
H: -6.330 -2.400 -1.938  0.092
H: -8.091 -2.454 -1.954  0.069

Calculated values
HOMO-LUMO gap (eV): 9.093
SMILES: CC(=O)N1c2ccc(S(=O)(=O)NC[C@H]3CC[C@H](C(=O)Nc4cc(C)ccn4)CC3)cc2C[C@@H]1C
LUMO energy (eV): 0.532
Total charge: 0
Spin multiplicity: 1

***

## 2
ORCA calculation (ωB97M-V with the def2-TZVPD basis set) on the molecule C25H32N4O4S.

Each line ends with the Löwdin charge.
Cartesian coordinates (Å):
C: -6.461 -1.556 1.070  -0.089
C: -5.798 -0.213 1.355  -0.258
N: -6.030 0.747 0.294  -0.199
C: -7.408 1.130 0.073  -0.244
C: -8.131 1.768 1.268  -0.081
C: -5.097 1.857 0.251  -0.204
C: -4.527 2.019 -1.166  -0.156
C: -3.868 0.726 -1.636  -0.226
N: -2.736 0.414 -0.799  0.007
C: -2.400 -0.833 -0.446  -0.799
S: -3.203 -2.165 -1.032  0.683
N: -1.396 -0.982 0.474  -0.104
C: -0.694 -2.243 0.573  -0.119
C: 0.575 -2.228 -0.217  -0.264
C: 0.837 -1.784 -1.480  -0.014
C: 2.226 -1.973 -1.685  -0.053
C: 2.702 -2.521 -0.537  -0.132
O: 1.711 -2.674 0.361  0.036
C: -0.878 0.101 1.289  -0.087
C: 0.481 0.566 0.833  -0.102
C: 1.624 0.116 1.404  0.042
C: 2.908 0.451 0.888  -0.153
C: 4.098 -0.060 1.414  0.063
C: 5.314 0.253 0.846  -0.195
C: 5.366 1.128 -0.259  -0.189
C: 4.194 1.627 -0.800  0.078
C: 2.966 1.290 -0.242  -0.178
N: 1.794 1.775 -0.755  0.187
C: 0.537 1.489 -0.291  -0.398
O: -0.436 2.023 -0.813  0.039
O: 6.546 1.510 -0.822  -0.015
C: 7.682 1.206 -0.038  -0.141
C: 7.569 -0.210 0.522  -0.147
O: 6.448 -0.306 1.373  -0.025
H: -6.163 -1.908 0.086  0.055
H: -7.545 -1.489 1.112  0.061
H: -6.135 -2.284 1.809  0.072
H: -6.122 0.159 2.344  0.112
H: -4.719 -0.381 1.402  0.099
H: -7.415 1.833 -0.764  0.111
H: -7.961 0.242 -0.243  0.107
H: -7.572 2.620 1.650  0.064
H: -8.259 1.050 2.074  0.061
H: -9.115 2.113 0.959  0.069
H: -4.269 1.662 0.937  0.108
H: -5.561 2.803 0.562  0.112
H: -5.331 2.268 -1.859  0.106
H: -3.799 2.832 -1.173  0.110
H: -4.584 -0.095 -1.558  0.063
H: -3.552 0.823 -2.682  0.124
H: -2.034 1.149 -0.726  0.089
H: -1.373 -3.015 0.189  0.056
H: -0.465 -2.463 1.620  0.137
H: 0.128 -1.382 -2.174  0.117
H: 2.784 -1.738 -2.568  0.102
H: 3.683 -2.836 -0.242  0.120
H: -0.802 -0.270 2.318  0.133
H: -1.588 0.930 1.270  0.128
H: 1.580 -0.546 2.257  0.136
H: 4.076 -0.723 2.264  0.137
H: 4.258 2.282 -1.654  0.131
H: 1.837 2.403 -1.550  0.169
H: 8.546 1.307 -0.696  0.134
H: 7.763 1.920 0.792  0.141
H: 8.439 -0.468 1.128  0.134
H: 7.472 -0.922 -0.308  0.140

Calculated values
HOMO-LUMO gap (eV): 7.566
SMILES: CCN(CC)CCCNC(=S)N(Cc1ccco1)Cc1cc2cc3c(cc2[nH]c1=O)OCCO3
LUMO energy (eV): 0.039
Total charge: 0
Spin multiplicity: 1

***

Of them, 1 has the highest stability.